No. 1
{"formula": "C38H54Cl6Ge2INOSi2TeV", "method": "the ωB97M-V functional and the def2-TZVPD basis", "species": ["I", "Te", "Ge", "Ge", "V", "Cl", "Cl", "Cl", "Cl", "Cl", "Cl", "Si", "Si", "O", "N", "C", "C", "C", "C", "C", "C", "C", "C", "C", "C", "C", "C", "C", "C", "C", "C", "C", "C", "C", "C", "C", "C", "C", "C", "C", "C", "C", "C", "C", "C", "C", "C", "C", "C", "C", "C", "C", "C", "H", "H", "H", "H", "H", "H", "H", "H", "H", "H", "H", "H", "H", "H", "H", "H", "H", "H", "H", "H", "H", "H", "H", "H", "H", "H", "H", "H", "H", "H", "H", "H", "H", "H", "H", "H", "H", "H", "H", "H", "H", "H", "H", "H", "H", "H", "H", "H", "H", "H", "H", "H", "H", "H"], "positions_angstrom": [[1.02347, 2.26553, -2.70320], [-0.29391, -2.89146, -0.47987], [-0.00670, 2.27089, 1.20562], [-2.09953, 3.46913, 0.76267], [0.41595, -0.01614, 0.07141], [-5.18448, -0.95147, 2.85256], [-4.35750, 0.89874, -2.48830], [-2.92505, -4.91131, -0.80058], [-1.52881, 0.28766, -1.51289], [-5.78904, -4.23278, -1.73241], [-6.51639, -1.33028, -2.57300], [2.10373, -5.71530, 0.77751], [0.84254, -3.17939, -3.75107], [1.63904, -0.60261, 1.24834], [-1.39458, -0.94239, 1.73889], [1.24100, 1.40261, 5.18690], [2.63860, -2.82680, -3.37440], [-1.07051, 2.01694, 5.34570], [-3.66219, 2.29086, 1.02691], [-0.06353, -1.61229, -4.18952], [0.70876, -4.40527, -5.15954], [2.27959, 5.71530, 0.14292], [-2.66620, -1.01912, -1.58436], [-2.72812, -0.91210, 1.76264], [0.02486, 2.02022, 3.17555], [-2.80407, -1.16228, 4.14116], [3.84569, 3.95861, 0.59789], [-0.75827, -1.07738, 2.91290], [0.57250, -4.63160, 0.94809], [2.79188, 3.10520, 0.89361], [-2.29399, -2.31646, -1.25948], [-2.36954, 5.03568, 1.93031], [3.08035, -1.69744, 2.78237], [-2.17713, 4.12623, -1.09379], [0.07155, -4.03147, -2.24933], [2.65948, -6.04103, -0.98268], [-3.28884, -3.29208, -1.29492], [-1.42290, -1.19873, 4.12134], [2.99367, -0.89535, 1.49255], [1.19773, 1.61040, 3.81502], [1.62541, -7.36510, 1.53590], [-4.59214, -3.00364, -1.69430], [-1.10482, 2.21641, 3.96998], [1.71573, 0.65469, -1.44034], [1.46609, 3.53444, 0.82823], [1.23227, 4.85537, 0.44684], [0.10329, 1.60603, 5.95920], [3.60448, -1.63512, 0.30986], [-3.45749, -1.01364, 2.93229], [-3.95627, -0.70019, -2.01136], [3.56891, -5.04456, 1.72789], [-4.92187, -1.70148, -2.06370], [3.59085, 5.26892, 0.21818], [0.53601, -4.09077, 1.89666], [4.11252, -1.96222, 3.01602], [0.21585, 5.22504, 0.37285], [3.49894, -6.74056, -0.94882], [-2.65853, 5.10554, -1.12102], [4.64699, -1.89806, 0.49913], [4.32681, -5.83044, 1.78676], [-4.58370, 2.86489, 0.91047], [2.16658, 1.09148, 5.65739], [2.74891, -2.20667, -2.48276], [0.35883, -1.18631, -5.10317], [-1.64374, 5.81574, 1.69844], [0.31907, -1.08127, 2.86492], [2.00827, -0.11373, -2.15994], [-1.12623, -1.79480, -4.37114], [1.30576, -4.08268, -6.01527], [3.00988, -5.13362, -1.47968], [2.09773, 1.45135, 3.23122], [-3.37023, 5.44008, 1.76413], [1.06284, -5.39487, -4.86177], [-2.03700, 2.53455, 3.51684], [-3.66567, 1.49626, 0.28113], [-0.32621, -4.50530, -5.49405], [3.30169, -4.76911, 2.74954], [0.82978, -7.84648, 0.96256], [-0.88256, -4.49497, -2.50580], [3.56088, -1.01749, -0.58595], [-2.75394, 3.44242, -1.71839], [4.40890, 5.93599, -0.02232], [0.13719, 1.45547, 7.03118], [-3.24501, -0.80454, 0.81996], [2.07002, 6.73483, -0.15701], [2.50047, -2.61688, 2.67925], [3.10838, -2.29587, -4.20560], [3.00741, 2.07701, 1.16438], [-3.36491, -1.23809, 5.06286], [-1.96258, 2.18701, 5.93732], [1.88393, -6.50098, -1.59803], [-3.66872, 1.83080, 2.01588], [4.02852, -4.17731, 1.25203], [0.03078, -0.85016, -3.41758], [2.48080, -8.04461, 1.55683], [3.19869, -3.75089, -3.21407], [-0.85576, -1.28763, 5.03692], [4.86611, 3.59865, 0.65387], [3.03941, -2.55525, 0.12628], [-0.33028, -5.24188, 0.87818], [2.62979, 1.06453, -1.00838], [1.27026, -7.24070, 2.56104], [0.73203, -4.82936, -1.91409], [2.67062, -1.11854, 3.61257], [-2.26601, 4.78380, 2.98512], [3.53497, 0.04976, 1.63262], [-1.18059, 4.21314, -1.52380]], "homo_lumo_gap_ha": [0.2583, 0.2169], "homo_ev": [-7.26, -7.29], "multiplicity": 4, "s2": 3.812, "max_force_ha_per_bohr": 0.0094, "e_above_lowest_kcal_mol": 40.4, "charge": 0}



No. 2
{"formula": "C38H54N14O16", "method": "the ωB97M-V functional and the def2-TZVPD basis", "species": ["O", "O", "O", "O", "O", "O", "O", "O", "O", "O", "O", "O", "O", "O", "O", "O", "N", "N", "N", "N", "N", "N", "N", "N", "N", "N", "N", "N", "N", "N", "C", "C", "C", "C", "C", "C", "C", "C", "C", "C", "C", "C", "C", "C", "C", "C", "C", "C", "C", "C", "C", "C", "C", "C", "C", "C", "C", "C", "C", "C", "C", "C", "C", "C", "C", "C", "C", "C", "H", "H", "H", "H", "H", "H", "H", "H", "H", "H", "H", "H", "H", "H", "H", "H", "H", "H", "H", "H", "H", "H", "H", "H", "H", "H", "H", "H", "H", "H", "H", "H", "H", "H", "H", "H", "H", "H", "H", "H", "H", "H", "H", "H", "H", "H", "H", "H", "H", "H", "H", "H", "H", "H"], "positions_angstrom": [[1.41592, 4.01489, 0.04571], [-4.42099, 2.74393, -2.84566], [-3.33622, 0.70189, 2.28132], [-2.74833, 2.78483, 2.35826], [-2.09297, -3.15666, 3.20341], [4.29307, 0.48522, -2.58252], [2.67676, -5.95502, 2.94343], [-5.19463, 4.35359, -1.74643], [-2.61778, -4.47330, 1.65237], [3.58909, 2.26981, -1.75350], [2.42937, -1.58417, -0.64375], [-2.29488, -1.31354, -3.36399], [2.06421, -6.08124, 0.91797], [-0.20446, -1.17534, -3.88220], [2.96246, -3.03602, 0.83525], [2.33406, 5.64718, -1.05171], [-4.44839, 3.43739, -1.85695], [3.20058, -2.39291, -0.20301], [3.35403, 1.26376, -2.38033], [-1.16901, -1.05268, 0.74462], [2.57808, 5.44782, 3.23345], [-0.88564, 3.33854, -2.59018], [2.38805, 4.66400, -0.33038], [4.40486, 0.99023, 0.99362], [-2.76449, 1.62994, 2.79382], [-2.81311, -3.46514, 2.30425], [-1.28773, -1.67733, -3.89289], [-8.77977, -1.11570, -1.51880], [2.14147, -4.60276, -3.25030], [1.88189, -5.77788, 2.05937], [6.44392, -0.15199, 0.69202], [-0.36768, 1.10732, 0.21307], [-0.07802, 2.65663, -5.19223], [-2.09810, 1.43218, 4.07351], [4.19310, 0.29816, 2.10597], [-1.48486, 2.35404, -3.29960], [-1.36348, -3.10196, -4.55374], [-4.00481, -2.63552, 2.07001], [5.05969, -0.72814, 2.50297], [-7.98051, -0.05107, -1.32540], [2.35939, 4.52906, 5.89697], [2.01577, 4.31491, 3.57514], [2.99764, 6.17470, 4.26002], [2.05195, 0.84284, -2.89701], [6.18607, -1.00434, 1.76813], [0.53943, 1.03469, 1.21349], [-8.01827, -2.02919, 0.56295], [1.52443, -3.51052, -2.73948], [-0.27785, -1.15009, 1.73234], [-7.17545, -0.95995, 0.76812], [2.91719, 5.81025, 5.56968], [0.43313, -5.89584, -2.31471], [1.60882, -5.76343, -2.97901], [-3.48926, 3.08744, -0.74741], [5.55458, 0.84961, 0.34705], [-7.13687, 0.07938, -0.15934], [1.89219, 3.77287, 4.85304], [-0.25613, -4.80903, -1.78529], [0.52162, 3.65863, -4.44221], [0.34670, -3.55884, -1.97865], [-1.15413, 1.98189, -4.57325], [-1.22066, 0.05685, -0.04843], [0.19776, 3.90287, -3.12663], [0.55774, -5.16631, 2.40823], [3.66625, 4.23558, 0.19365], [0.57210, -0.10058, 2.00017], [4.39919, -2.88396, -1.00077], [-8.74055, -2.09122, -0.58103], [-3.39898, 2.02220, -0.75757], [-2.40510, -3.35701, -4.84223], [0.25707, 2.52378, -6.23555], [3.32973, 6.44667, 6.28067], [-6.52548, -0.89199, 1.65710], [-2.60787, 3.52078, -1.00198], [2.24854, -6.61729, -3.21012], [5.02687, -2.01014, -1.40328], [3.26723, 0.53726, 2.63058], [-3.93526, -2.20268, 1.09995], [3.65400, 3.15046, 0.31332], [-7.90201, 0.71324, -2.17804], [-1.41429, 0.60363, 3.98062], [-1.93025, 0.03797, -0.87122], [1.24361, 1.80153, 1.43674], [-1.71506, 1.21400, -5.10212], [-4.07098, -1.92325, 2.81029], [-0.86682, -3.82307, -3.89599], [5.66301, 1.43816, -0.58244], [-6.58311, 1.01275, -0.03921], [0.06473, -6.89440, -2.22276], [7.26931, -0.39901, 0.01686], [-0.41279, 1.99264, -0.41251], [-0.77646, -2.93979, -5.41590], [-1.21725, -5.02272, -1.35248], [3.63063, 4.58385, 1.25261], [1.21289, 1.29171, -2.32451], [-2.90352, 1.17082, 4.77000], [4.85400, -1.33107, 3.38285], [2.10262, -0.22103, -2.71737], [0.49378, -5.05206, 3.48133], [-0.08363, -2.62366, -1.55690], [1.19637, -0.21050, 2.88735], [3.39450, 7.17153, 4.08588], [0.65208, 4.70439, -2.60846], [-1.56599, 2.33589, 4.33679], [-2.30033, 1.76193, -2.87800], [1.62596, 3.61902, 2.76511], [2.38987, 4.19179, 6.89524], [6.88219, -1.83290, 1.99436], [2.07404, 1.05509, -3.93179], [2.06550, -2.59017, -2.89295], [4.46259, 4.83226, -0.34295], [-8.14582, -2.73231, 1.38120], [-0.31508, -5.72510, 2.16768], [3.99864, -3.49124, -1.82140], [-9.38073, -2.95381, -0.75166], [5.08203, -3.43243, -0.39618], [-0.19246, -2.04792, 2.33753], [1.38489, 4.15472, -4.86296], [1.48998, 2.81244, 5.00314], [0.60474, -4.18887, 1.88667], [-3.90742, 3.54767, 0.15082], [-4.91222, -3.23500, 2.06725]], "homo_lumo_gap_ha": 0.3478, "homo_ev": -9.61, "max_force_ha_per_bohr": 0.0773, "charge": 0}



no.,calculated total energy (Eh)
1,-10614.057127
2,-3449.962654